Density functional theory data (wB97M-V/def2-TZVPD) for C29H24F3NO4PbS2 as an isolated structure in a non-equilibrium geometry.

For the HOMO energy, the calculation gives -1.5 eV. Its energy above the lowest of the compared OMol25 structures with the same formula, charge and spin is 0.836 eV. The calculation puts the maximum force at 0.0561 hartree/bohr. Its energy is -75216.3253 eV.

```
! wB97M-V def2-TZVPD RIJCOSX def2/J DEFGRID3
* xyz -2 1
Pb 0.0989 -0.6849 1.6918
C -0.4972 4.3395 -2.0069
C 0.1123 3.1927 -2.7583
C 1.4757 3.0866 -2.9727
C 2.0209 1.9030 -3.3957
C 3.5043 1.8354 -3.6884
C 1.2253 0.7417 -3.4953
C -0.1972 0.8955 -3.4925
C -1.1008 -0.2682 -3.7749
C -0.7102 2.1608 -3.2076
H -0.3526 5.2257 -2.5831
H 0.0285 4.5346 -1.0201
H -1.5304 4.1225 -1.8340
H 2.2440 3.9191 -2.8673
H 3.6046 1.1960 -4.5982
H 4.0182 1.3043 -2.8861
H 4.0124 2.7627 -3.8744
H 1.6229 -0.2049 -3.7319
H -2.1117 -0.0975 -3.3987
H -0.7120 -1.2227 -3.3601
H -1.2358 -0.3741 -4.9042
H -1.7667 2.3256 -3.1068
O 1.7047 3.1033 0.5452
C 1.7893 2.1529 1.3328
O 1.2524 1.0258 1.0861
C 2.5583 2.2900 2.6361
C 3.6458 3.1730 2.5883
C 4.4428 3.3577 3.7153
C 4.1749 2.6736 4.8978
C 2.9678 1.9996 5.0085
C 2.1457 1.7685 3.8992
S 0.6773 0.9625 4.3385
H 3.8450 3.6722 1.5876
H 5.3017 4.0304 3.7322
H 4.7841 2.7629 5.7931
H 2.6165 1.6856 5.9656
O 0.4701 -2.8203 -2.3602
C 0.4534 -2.4916 -1.1718
O 0.1815 -1.3057 -0.6945
C 0.7073 -3.6198 -0.0767
C -0.1691 -4.6965 -0.0593
C -0.2610 -5.5565 1.0813
C 0.6704 -5.4075 2.1352
C 1.6459 -4.4549 2.0226
C 1.6498 -3.5042 0.9764
S 2.7439 -2.1104 1.0467
H -0.7753 -4.9845 -0.9119
H -1.0899 -6.2611 1.1004
H 0.6018 -6.0372 2.9863
H 2.2943 -4.3094 2.8415
F -7.0008 -2.6331 1.3497
C -6.4026 -2.0359 0.3057
F -6.3030 -2.9521 -0.6792
F -7.3618 -1.0521 -0.1096
C -5.0830 -1.3947 0.5961
C -4.7362 -0.8418 1.8497
C -3.4422 -0.4337 2.0263
N -2.4713 -0.4722 1.0957
C -2.8289 -0.9661 -0.1388
C -4.1074 -1.4292 -0.4192
H -5.4662 -0.8167 2.6686
H -3.1771 0.0231 2.9931
H -2.0613 -1.0715 -0.8561
H -4.3412 -1.7160 -1.4590
*
```

Mulliken population analysis, charges in e, atoms 1 to 8: atom 1 (Pb): 1.041, atom 2 (C): -1.528, atom 3 (C): 1.222, atom 4 (C): -0.809, atom 5 (C): 0.983, atom 6 (C): -1.532, atom 7 (C): -0.993, atom 8 (C): 1.177